# C20H58CuO18

C20H58CuO18 as an isolated structure at a distorted geometry (ωB97M-V/def2-TZVPD, OMol25).

Properties
**Orbital gap (alpha / beta)**: 8.54 / 6.46 eV
**Charge**: 0
**Spin multiplicity**: 2
**LUMO (alpha / beta)**: -0.04 / -1.70 eV
**Highest occupied orbital energy (alpha / beta)**: -8.6 / -8.2 eV
**ΔE to the lowest compared entry with this formula, charge and spin**: 42.93 kJ/mol

Each line ends with the Mulliken spin population.
CARTESIAN COORDINATES (ANGSTROEM)
Cu -23.17549 5.11739 -22.47808  0.390
C -25.19821 4.72945 -18.98923  0.042
C -24.30966 5.62677 -19.82824  -0.036
O -23.21533 4.94421 -20.36221  0.439
H -24.57311 4.37081 -18.16004  -0.001
H -25.40431 3.74443 -19.41857  -0.002
H -26.10681 5.18760 -18.61088  0.001
H -23.91153 6.49860 -19.29596  0.000
H -24.91960 6.02868 -20.65520  0.011
C -22.16308 8.54441 -21.23407  -0.014
C -21.84890 8.13460 -22.67412  0.018
O -21.85851 6.76046 -22.89038  0.131
H -23.16853 8.18113 -21.02118  0.000
H -22.08986 9.63170 -21.13912  -0.010
H -21.42319 8.14707 -20.54304  0.002
H -20.86612 8.53659 -22.98147  0.025
H -22.56103 8.65556 -23.34955  0.001
C -15.95546 9.40536 -24.17530  0.000
C -16.86558 9.84360 -23.04172  0.000
O -17.72816 8.79946 -22.55569  0.000
O -16.70843 9.41971 -25.37430  0.000
H -15.64168 8.38302 -23.92308  0.000
H -15.00908 9.94440 -24.17835  0.000
H -17.38552 10.78569 -23.23320  0.000
H -16.26111 9.92495 -22.12763  0.000
H -18.26926 8.47459 -23.28843  0.000
H -17.28044 8.64685 -25.39055  0.000
C -19.11553 5.65608 -20.42967  -0.001
C -18.41596 4.45309 -19.81629  0.000
O -19.26519 3.31268 -19.85501  0.000
O -20.44520 5.81232 -19.99982  -0.003
H -19.17024 5.52418 -21.52281  0.000
H -18.55760 6.58789 -20.26625  0.000
H -18.30947 4.76890 -18.77202  0.000
H -17.47229 4.30701 -20.33595  0.000
H -18.73405 2.61008 -20.23790  0.000
H -20.85009 6.54030 -20.47564  -0.001
C -24.19034 14.09635 -19.79866  0.000
C -24.24570 12.60782 -19.49075  0.000
O -22.94527 12.04670 -19.70629  0.000
O -23.99094 14.29413 -21.18393  0.000
H -23.41818 14.56221 -19.18085  0.000
H -25.18429 14.51150 -19.61943  0.000
H -24.93433 12.16565 -20.21731  0.000
H -24.57406 12.38079 -18.47994  0.000
H -22.73950 12.09658 -20.65016  0.000
H -23.09373 14.04139 -21.42460  0.000
C -19.59067 12.13041 -18.70633  0.000
C -19.72391 10.76112 -19.34678  0.000
O -18.78368 9.91887 -18.66816  0.000
O -20.27304 13.18579 -19.33338  0.000
H -18.51975 12.35188 -18.72400  0.000
H -19.82822 12.05953 -17.63814  0.000
H -19.39741 10.72107 -20.39283  0.000
H -20.76114 10.41767 -19.27880  0.000
H -18.87598 9.02997 -19.02442  0.000
H -21.23164 13.10993 -19.23280  0.000
C -24.54515 5.21190 -25.02920  -0.003
C -24.98573 6.54676 -24.39805  -0.001
O -25.26843 6.31292 -23.02097  0.003
O -23.23589 4.93958 -24.58702  0.006
H -24.65647 5.21827 -26.11613  0.000
H -25.25332 4.46775 -24.65565  0.002
H -25.74697 6.95586 -25.06562  -0.001
H -24.10007 7.18345 -24.45164  0.001
H -26.22071 6.42308 -22.92914  -0.002
H -22.61503 5.47323 -25.10475  0.001
C -20.08686 12.65819 -24.24053  0.000
C -20.61548 12.13959 -22.91371  -0.002
O -21.52697 13.06734 -22.33222  0.000
O -19.03886 13.57544 -24.02834  0.000
H -20.96819 13.14202 -24.68772  0.000
H -19.83309 11.82377 -24.90384  0.000
H -19.79863 11.77046 -22.28855  -0.001
H -21.19030 11.24007 -23.14847  0.003
H -21.00015 13.76823 -21.92224  0.000
H -18.64687 13.87271 -24.85265  0.000
C -25.08376 10.18317 -23.89242  0.000
C -24.36924 11.34126 -23.23577  0.000
O -23.50481 11.98472 -24.15500  0.000
O -26.11954 10.65479 -24.77043  0.000
H -25.45885 9.51748 -23.10933  0.000
H -24.41925 9.68973 -24.60272  0.000
H -23.76202 10.95759 -22.40271  0.000
H -25.10872 12.06326 -22.86757  0.000
H -22.94255 12.59349 -23.66025  0.000
H -26.85316 10.95377 -24.22348  0.000
C -21.90348 7.96047 -27.47279  0.000
C -21.23233 8.80306 -26.42434  0.001
O -20.26655 8.06516 -25.66857  0.000
O -22.39626 6.80391 -26.78675  0.000
H -21.11967 7.60314 -28.15796  0.000
H -22.62195 8.45959 -28.12553  0.000
H -21.98617 9.16248 -25.70794  -0.001
H -20.73578 9.69935 -26.79463  0.000
H -20.80010 7.52853 -25.05972  0.002
H -22.90767 6.31520 -27.43996  0.000